No. 1
Computed, not measured: C7H10 as an isolated structure, with ωB97M-V with the def2-TZVPD basis set.

```
17
Properties=species:S:1:pos:R:3:forces:R:3
C 0.448 -0.614 -0.913 -0.019 0.167 -0.123
C -1.995 0.251 -0.263 -0.189 -0.036 -0.124
C 0.650 1.112 0.684 -0.017 -0.018 0.073
C -1.457 -0.406 0.859 -0.040 0.362 0.020
C 1.843 -0.244 -0.786 -0.041 0.060 0.019
C -0.293 0.082 0.064 0.238 -0.093 0.073
C 1.992 0.721 0.143 -0.022 -0.024 -0.028
H -2.619 1.148 -0.201 0.250 -0.032 -0.025
H 2.648 -0.719 -1.341 -0.164 0.163 0.003
H -1.622 0.045 1.839 0.004 0.044 -0.139
H 0.047 -1.126 -1.779 0.017 -0.014 0.234
H -1.012 -2.033 0.417 0.150 -0.278 -0.126
H 0.613 1.128 1.780 -0.017 -0.003 -0.125
H -0.465 -2.352 -0.087 -0.062 -0.193 0.110
H 2.925 1.177 0.455 -0.155 -0.085 -0.032
H -2.075 -0.287 -1.206 0.082 0.127 0.153
H 0.372 2.118 0.336 -0.015 -0.145 0.037
```
Forces are in eV/Å.

For the HOMO-LUMO gap (alpha / beta), the calculation gives 0.2643 / 0.2665 Ha.



No. 2
Computed, not measured: C7H10 in the gas phase, with ωB97M-V with the def2-TZVPD basis set.

```
17
Properties=species:S:1:pos:R:3:forces:R:3
C -0.122 -0.982 0.722 -0.266 0.641 0.126
C 0.189 -0.840 -0.740 0.032 -0.066 -0.108
C 1.171 0.330 -0.872 0.078 -0.121 0.180
C 1.711 0.377 0.583 0.518 -0.569 0.225
C -1.246 -0.773 -0.196 -0.421 -0.036 -0.167
C 0.570 -0.076 1.441 -0.414 0.021 0.132
C -1.982 0.540 -0.133 -0.137 0.026 -0.062
H 0.399 -1.714 -1.359 -0.090 0.026 0.347
H 0.545 0.167 2.496 -0.658 0.195 -0.054
H -1.303 1.370 0.103 -0.098 -0.253 -0.053
H 2.355 1.213 0.874 -0.300 -0.254 0.157
H 0.718 1.266 -1.255 0.134 -0.196 0.539
H -2.758 0.520 0.637 0.036 0.028 -0.104
H -2.449 0.738 -1.102 -0.101 0.049 0.081
H 1.979 0.093 -1.574 -0.211 -0.075 0.082
H -1.856 -1.625 -0.482 -0.011 0.042 -0.091
H 2.126 -0.609 0.875 1.908 0.541 -1.231
```
Forces are in eV/Å.

For the HOMO-LUMO gap, the calculation gives 0.3231 Ha.



No. 3
Computed, not measured: a 2-piece molecular cluster, C7H10 overall, with ωB97M-V with the def2-TZVPD basis set.

```
17
Properties=species:S:1:pos:R:3:forces:R:3
C 2.018 0.883 1.152 -0.046 -0.004 0.035
C -0.906 -0.841 -1.772 -0.053 -0.092 0.027
C -0.067 0.178 -1.131 0.016 -0.028 0.123
C -1.344 -1.710 -0.845 -0.003 -0.004 -0.098
C -0.774 -1.328 0.485 -0.094 -0.014 0.000
C 0.734 0.559 1.279 0.289 -0.113 -0.036
C -0.026 -0.059 0.195 0.055 -0.135 -0.104
H -1.131 -0.865 -2.833 0.022 -0.032 0.147
H -1.986 -2.568 -0.999 0.080 0.092 -0.052
H 2.630 1.150 2.004 -0.083 0.292 -0.076
H -0.026 -2.069 0.810 -0.190 -0.011 -0.002
H 0.442 0.979 -1.659 -0.154 -0.120 0.137
H 0.241 0.608 2.253 0.168 -0.042 -0.144
H -1.498 -1.237 1.304 -0.014 -0.010 -0.165
H 2.495 0.816 0.178 0.058 -0.088 0.170
H -0.230 2.785 0.117 -0.025 0.156 -0.061
H -0.574 2.721 -0.538 -0.026 0.152 0.101
```
Forces are in eV/Å.

For the HOMO-LUMO gap, the calculation gives 0.3331 Ha.